Record 1
A molecular structure, C2H4FN3. Source: the Open Molecules 2025 dataset; level of theory: ωB97M-V/def2-TZVPD.

## Properties
Orbital gap, eV: 11.3
Highest occupied orbital energy, eV: -10.724
Total charge: 0
E_tot, eV: -9323.6077
Relative energy (zero: lowest compared OMol25 entry of this formula, charge and spin), kcal per mole: 54.4

Element x y z (Å)
C (0.655, 0.329, -0.079)
C (-0.157, 0.002, -1.085)
N (-0.719, -1.242, -0.794)
N (-0.175, -1.700, 0.242)
N (0.626, -0.746, 0.743)
F (-1.477, 1.227, 0.779)
H (1.059, 1.364, 0.466)
H (-0.509, 1.196, 0.228)
H (-0.446, 0.496, -2.028)
H (1.141, -0.925, 1.527)

Here are the Mulliken charges for atoms 1 to 5, given in e: -0.020, -0.456, -0.151, -0.428, 0.277

---

Record 2
A molecular structure, C2H4FO3S. Source: the Open Molecules 2025 dataset; level of theory: ωB97M-V/def2-TZVPD.

## Properties
Orbital gap, eV: 9.1
Highest occupied orbital energy, eV: -5.057
Total charge: -1
E_tot, eV: -21833.9611
Relative energy (zero: lowest compared OMol25 entry of this formula, charge and spin), kcal per mole: 48.0

Element x y z (Å)
C (1.347, -0.540, 0.220)
C (0.030, 0.663, -0.697)
O (-2.539, 1.096, -0.202)
O (-1.647, -1.252, -0.354)
O (-1.294, 0.100, 1.642)
F (2.600, -0.066, 0.123)
S (-1.539, 0.099, 0.227)
H (1.179, -0.439, 1.240)
H (1.277, -1.634, -0.089)
H (0.473, 1.624, -0.386)
H (0.113, 0.350, -1.724)

Here are the Mulliken charges for atoms 1 to 5, given in e: -0.232, -0.779, -0.664, -0.676, -0.629

---

Record 3
2 unconnected molecules or ions with the total composition C2H4FOP. Source: the Open Molecules 2025 dataset; level of theory: ωB97M-V/def2-TZVPD.

## Properties
Orbital gap (spin up / spin down), eV: 7.7 / 8.1
Highest occupied orbital energy (spin up / spin down), eV: -9.311 / -9.129
Total charge: 0
E_tot, eV: -16189.1652
Relative energy (zero: lowest compared OMol25 entry of this formula, charge and spin), kcal per mole: 67.5

Element x y z (Å)
C (0.178, -0.526, 0.192)
C (-1.149, -0.328, -0.463)
O (0.421, -1.250, 1.095)
F (2.678, 0.056, 0.441)
P (1.540, 0.565, -0.548)
H (-1.805, -0.247, 0.385)
H (-1.071, 0.477, -1.131)
H (-1.461, -1.290, -0.969)
H (0.668, 2.542, 0.998)

Here are the Mulliken charges for atoms 1 to 5, given in e: 0.496, -0.920, -0.475, -0.201, 0.181

---

Record 4
A single C2H4FP molecule. Source: the Open Molecules 2025 dataset; level of theory: ωB97M-V/def2-TZVPD.

## Properties
Orbital gap, eV: 10.3
Highest occupied orbital energy, eV: -9.576
Structure (SMILES): C=CPF
Total charge: 0
E_tot, eV: -14143.7409
Relative energy (zero: lowest compared OMol25 entry of this formula, charge and spin), kcal per mole: 14.5

Element x y z (Å)
C (0.278, 0.316, 0.196)
C (1.270, -0.548, 0.364)
F (-2.277, -0.933, -0.158)
P (-1.683, 0.567, 0.125)
H (-1.589, 1.026, -1.331)
H (0.694, 1.282, 0.085)
H (2.306, -0.076, 0.218)
H (1.001, -1.633, 0.501)

Here are the Mulliken charges for atoms 1 to 5, given in e: -0.326, -0.401, -0.277, 0.266, 0.052

---

Record 5
A single C2H4FP molecule. Source: the Open Molecules 2025 dataset; level of theory: ωB97M-V/def2-TZVPD.

## Properties
Orbital gap (spin up / spin down), eV: 7.3 / 8.3
Highest occupied orbital energy (spin up / spin down), eV: -7.950 / -8.140
Total charge: 0
E_tot, eV: -14141.6171
Relative energy (zero: lowest compared OMol25 entry of this formula, charge and spin), kcal per mole: 63.4

Element x y z (Å)
C (0.093, 0.471, -0.065)
C (-1.020, -0.279, 0.529)
F (-1.850, -1.058, -0.146)
P (1.454, -0.880, 0.097)
H (-0.164, 0.833, -1.020)
H (0.448, 1.406, 0.402)
H (-1.431, -0.063, 1.442)
H (1.197, -1.392, -1.101)

Here are the Mulliken charges for atoms 1 to 5, given in e: -0.465, -0.275, -0.215, -0.020, 0.314

---

Record 6
2 unconnected molecules or ions with the total composition C2H4FP. Source: the Open Molecules 2025 dataset; level of theory: ωB97M-V/def2-TZVPD.

## Properties
Orbital gap, eV: 10.0
Highest occupied orbital energy, eV: -9.281
Structure (SMILES): CC#P.F
Total charge: 0
E_tot, eV: -14143.0744
Relative energy (zero: lowest compared OMol25 entry of this formula, charge and spin), kcal per mole: 29.8

Element x y z (Å)
C (0.247, -0.775, 0.135)
C (1.571, -0.212, 0.036)
F (-2.774, 1.415, 0.046)
P (-1.229, -1.284, 0.208)
H (2.464, -0.955, 0.260)
H (1.604, 0.682, 0.624)
H (1.577, 0.244, -0.933)
H (-3.460, 0.885, -0.376)

Here are the Mulliken charges for atoms 1 to 5, given in e: 0.221, -0.582, -0.408, -0.395, 0.236